DFT (ωB97M-V/def2-TZVPD) results for a molecular structure, C21H27I2MgN2O5.

Positions of all 58 atoms, in Å:
Mg -0.20546 -0.10694 -0.44923
C -2.70205 -1.40413 -1.81358
C -1.81811 -1.02166 -2.97299
O -0.92870 0.03575 -2.60304
C -1.31725 1.36572 -2.96932
C -2.29846 1.93668 -1.97187
O -1.82875 1.52065 -0.70366
C -2.58284 2.05648 0.38256
C -2.10252 1.37782 1.65134
O -1.83814 -0.00225 1.39456
C -2.99141 -0.80911 1.23451
C -2.54349 -2.04387 0.48674
O -1.83619 -1.68398 -0.70981
H -3.28282 -2.29655 -2.06259
H -3.38932 -0.59734 -1.54793
H -2.41514 -0.73341 -3.84033
H -1.18146 -1.86142 -3.25303
H -1.71546 1.37355 -3.98548
H -0.39717 1.94921 -2.94947
H -3.32250 1.57671 -2.12778
H -2.30922 3.02821 -2.04535
H -3.64495 1.86897 0.18769
H -2.43024 3.13637 0.45224
H -2.84810 1.48699 2.44335
H -1.16237 1.80265 1.98708
H -3.77378 -0.27676 0.68582
H -3.40216 -1.09700 2.20776
H -3.39111 -2.68444 0.23469
H -1.84617 -2.62444 1.08909
I 3.47168 1.11023 6.20665
C 2.51312 1.11374 4.36406
C 2.36444 2.29772 3.65688
C 1.74288 2.27737 2.42106
I 1.48821 4.06320 1.38288
C 1.25098 1.09651 1.83236
O 0.69903 1.12713 0.65300
C 1.37732 -0.08999 2.59654
C 0.77487 -1.41214 2.17412
N 0.86484 -1.70100 0.71517
C 2.27510 -1.85863 0.31838
C 2.64566 -1.19290 -0.98410
C 3.94355 -1.33765 -1.46170
C 4.30942 -0.69494 -2.62581
C 3.35959 0.06857 -3.29218
C 2.09293 0.14396 -2.75633
N 1.72920 -0.46480 -1.61953
C 2.01794 -0.06454 3.83089
H 2.73308 3.23009 4.06156
H -0.28039 -1.45047 2.44464
H 1.28388 -2.20442 2.73270
H 0.39526 -2.58551 0.55431
H 2.54515 -2.91661 0.26655
H 2.89980 -1.41839 1.09874
H 4.65215 -1.94407 -0.91264
H 5.31620 -0.78376 -3.01147
H 3.59230 0.59381 -4.20699
H 1.32505 0.71335 -3.26000
H 2.12209 -0.98830 4.38826

## Properties
total charge: +1
frontier orbital gap: 7.4 eV
max |F|: 0.24 eV/Å
calculated total energy: -2097.5178 hartree

DFT (ωB97M-V/def2-TZVPD) results for 2 unconnected molecules or ions with the total composition C3H4FN at a distorted geometry.

Positions of all 9 atoms, in Å:
C -0.94415 1.70630 0.09341
C 1.32444 -1.30132 0.04988
C -0.09928 0.70664 0.07520
N 0.75768 -0.14364 0.00438
F -1.38753 -1.61586 -0.34336
H -2.00330 1.24794 0.13406
H -0.72496 2.69000 -0.30513
H 2.43623 -1.22433 0.07180
H 0.64086 -2.06573 0.21976

## Properties
energy relative to the best compared isomer or geometry (same formula, charge and spin): 4.323 eV
frontier orbital gap: 6.3 eV
max |F|: 4.24 eV/Å
calculated total energy: -271.1443 hartree

Question: What is the formula in the second record?
Answer: C3H4FN

Repeat the second record exactly.
DFT (ωB97M-V/def2-TZVPD) results for 2 unconnected molecules or ions with the total composition C3H4FN at a distorted geometry.

Positions of all 9 atoms, in Å:
C -0.94415 1.70630 0.09341
C 1.32444 -1.30132 0.04988
C -0.09928 0.70664 0.07520
N 0.75768 -0.14364 0.00438
F -1.38753 -1.61586 -0.34336
H -2.00330 1.24794 0.13406
H -0.72496 2.69000 -0.30513
H 2.43623 -1.22433 0.07180
H 0.64086 -2.06573 0.21976

## Properties
energy relative to the best compared isomer or geometry (same formula, charge and spin): 4.323 eV
frontier orbital gap: 6.3 eV
max |F|: 4.24 eV/Å
calculated total energy: -271.1443 hartree

Question: Look up the calculated total energy of the first one.
Answer: -2097.5178 hartree